DFT (ωB97M-V/def2-TZVPD) results for an isolated ion of composition C8H11N2O3 and charge +1 at a distorted geometry.

Results
- energy above the lowest of the compared OMol25 structures with the same formula, charge and spin (kJ/mol) = 667.99
- 2S+1 = 1
- structure (SMILES) = CC1=CC(C)=C([N+](=O)[O-])[C@H](C)[N+]1=O
- maximum force (eV/Å) = 3.50
- highest occupied orbital energy (alpha / beta) (eV) = -14.319 / -13.888
- energy (eV) = -17583.0972
- frontier orbital gap (alpha / beta) (eV) = 7.39 / 7.11
- charge = +1

Structure (XYZ):
```
24
Properties=species:S:1:pos:R:3:mulliken_charge:R:1
C 0.70980 -1.23245 0.37250 -0.7230
C -0.68694 -1.11979 0.42282 1.2131
C -1.14676 0.19206 0.29194 -0.5138
C 1.63817 -0.16070 0.33512 0.5265
C -0.26624 1.32449 -0.00861 0.6067
C -1.58555 -2.32309 0.47457 -1.5516
C 3.07825 -0.31860 0.29048 -1.2638
C -0.49915 1.90952 -1.38620 -1.2570
N 1.11816 1.07333 0.24538 0.4358
N -2.64886 0.42789 0.22426 0.8485
O 1.86777 2.06633 0.09874 -0.5055
O -3.21084 0.01325 -0.76044 -0.4687
O -3.12629 0.85630 1.20576 -0.5280
H 1.13074 -2.23679 0.36438 0.4137
H -0.26937 2.10648 0.75562 0.2873
H -2.44750 -2.13784 -0.12571 0.3870
H -1.78232 -2.67952 1.49488 0.3514
H -1.10498 -3.15470 0.15730 0.4895
H 3.55662 0.52007 -0.33585 0.3403
H 3.43724 -1.30266 -0.02636 0.3836
H 3.76026 -0.08118 1.09033 0.3423
H 0.40960 2.46749 -1.63174 0.4893
H -1.31588 2.65354 -1.33506 0.3803
H -0.61591 1.13657 -2.21412 0.3161
```